{"formula": "C18H32N3O7S2", "method": "ωB97M-V/def2-TZVPD", "species": ["C", "C", "N", "C", "C", "C", "S", "S", "C", "C", "C", "C", "O", "C", "O", "O", "C", "C", "O", "O", "H", "H", "H", "H", "H", "H", "H", "H", "H", "H", "H", "H", "H", "H", "H", "H", "H", "H", "C", "C", "O", "N", "C", "H", "H", "H", "H", "H", "H", "H", "C", "C", "O", "N", "C", "H", "H", "H", "H", "H", "H", "H"], "xyz": [[-0.2747, -0.7689, 2.5475], [1.0518, -0.0240, 2.4658], [1.0384, 1.0309, 1.4331], [1.2786, 0.5006, 0.0860], [1.6543, 1.5457, -0.9587], [1.8401, 2.1314, 1.7985], [3.4697, 2.1147, 1.8728], [0.9923, 3.5705, 2.3277], [-0.4447, 3.7795, 1.2356], [-1.4258, 2.6295, 1.0021], [-2.8584, 3.1577, 0.9005], [-3.8057, 2.0699, 0.4490], [-4.8149, 2.5022, -0.4868], [-5.7404, 1.5048, -0.4310], [-6.3288, 1.0699, -1.3816], [-5.9003, 1.1171, 0.8438], [-4.6005, 1.2394, 1.4995], [-4.6881, 1.7772, 2.9555], [-4.4417, 0.9231, 3.8195], [-4.9705, 2.9855, 3.0596], [-0.3907, -1.4194, 1.6830], [-1.0925, -0.0497, 2.5617], [-0.3117, -1.3834, 3.4410], [1.8563, -0.7302, 2.2257], [1.2716, 0.4408, 3.4264], [0.3413, 0.0283, -0.2197], [2.0273, -0.3023, 0.1052], [2.7320, 1.6349, -1.0697], [1.2049, 2.5189, -0.7569], [1.2770, 1.2046, -1.9234], [-0.0746, 4.1680, 0.2858], [-0.9841, 4.6013, 1.7130], [-1.3662, 1.9204, 1.8219], [-1.1667, 2.1137, 0.0745], [-2.9243, 4.0207, 0.2321], [-3.1722, 3.5023, 1.8886], [-3.2133, 1.3194, -0.0953], [-4.1686, 0.2394, 1.5295], [2.6662, -4.6173, 1.7788], [1.2182, -4.5843, 2.2159], [0.6808, -3.5575, 2.5848], [0.5235, -5.7564, 2.1776], [0.9897, -7.0620, 1.7670], [3.0629, -3.6107, 1.8681], [3.2514, -5.2888, 2.4087], [2.7560, -4.9435, 0.7420], [-0.4345, -5.6626, 2.4773], [0.4108, -7.4341, 0.9192], [0.9007, -7.7826, 2.5827], [2.0324, -7.0105, 1.4704], [3.9458, 0.5616, -5.3498], [2.7496, 0.1659, -4.5121], [2.8690, -0.4461, -3.4667], [1.5194, 0.5278, -4.9684], [1.1856, 1.2586, -6.1723], [4.8374, 0.2022, -4.8456], [3.8933, 0.1165, -6.3442], [4.0087, 1.6452, -5.4554], [0.7649, 0.2372, -4.3659], [0.6623, 2.1854, -5.9308], [0.5417, 0.6632, -6.8222], [2.0879, 1.5087, -6.7209]], "atomic_forces_ev_per_a": [[0.109, 0.403, -0.316], [-0.367, -0.104, 0.036], [0.235, 0.214, -0.237], [-0.219, -0.155, 0.005], [-0.121, -0.286, -0.271], [0.134, 0.049, 0.010], [0.062, -0.062, 0.011], [0.083, -0.047, 0.052], [-0.272, -0.112, -0.057], [-0.140, 0.276, -0.070], [-0.169, 0.277, 0.456], [0.228, -0.574, -0.037], [0.301, -0.420, -0.140], [-0.460, 0.465, 0.077], [-0.068, 0.344, 0.358], [0.392, -0.475, -0.218], [0.189, 0.131, -0.189], [-0.271, 0.142, -0.262], [0.151, -0.148, 0.234], [-0.098, 0.178, 0.029], [-0.121, -0.073, 0.039], [-0.089, -0.072, 0.139], [-0.020, -0.073, -0.005], [0.128, 0.053, 0.200], [0.030, 0.051, -0.018], [-0.021, -0.031, 0.068], [0.116, 0.087, 0.015], [0.013, 0.233, 0.153], [0.080, 0.007, 0.073], [0.028, 0.036, -0.040], [0.019, 0.013, 0.000], [0.120, 0.021, 0.116], [0.017, -0.112, -0.029], [0.106, -0.155, 0.127], [0.015, -0.133, -0.197], [-0.106, 0.124, -0.090], [0.059, 0.175, -0.143], [-0.167, -0.074, 0.113], [-0.014, 0.048, 0.019], [0.021, -0.028, -0.046], [0.108, -0.126, 0.025], [0.008, -0.022, 0.012], [-0.116, 0.045, 0.039], [-0.021, 0.010, 0.006], [0.008, -0.023, -0.030], [0.019, -0.028, 0.008], [-0.001, 0.008, -0.006], [0.039, -0.008, -0.026], [0.045, -0.012, -0.004], [0.008, -0.012, -0.005], [0.019, -0.028, 0.042], [-0.054, 0.057, 0.011], [0.063, -0.077, -0.010], [-0.007, -0.012, -0.028], [-0.069, -0.039, 0.101], [-0.013, -0.008, 0.020], [-0.003, 0.037, -0.019], [-0.005, -0.001, -0.035], [0.003, 0.005, 0.006], [0.029, 0.025, -0.022], [0.027, 0.005, -0.036], [0.000, 0.009, -0.013]], "lumo_ev": 2.032, "total_charge": -1, "e_tot_ha": -2192.47272, "orbital_gap_ev": 6.953, "largest_force_ha_per_bohr": 0.0128}